DFT (ωB97M-V/def2-TZVPD) results for a gas-phase ion, C10H13N2S (charge +1) at a distorted geometry.

Properties
**Total charge**: +1
**2S+1**: 1
**Orbital gap**: 0.3242 Ha

CARTESIAN COORDINATES (ANGSTROEM)
C 0.75 -0.50 1.08
C 0.91 -1.19 2.21
H -2.44 0.55 0.63
H 4.29 -1.45 2.20
H -2.17 -0.43 -2.73
C -1.79 -0.07 1.22
C 3.32 -1.23 1.80
N -1.36 1.04 -1.55
H -1.53 0.15 2.30
H -0.25 2.70 -2.21
H 0.04 -1.60 2.71
H 3.99 -0.18 0.13
H -0.25 1.43 -3.28
H 2.24 -2.17 3.57
C -0.92 1.87 -2.62
C 1.82 -0.10 0.25
S 1.33 0.88 -1.12
N -0.53 -0.07 0.48
H -1.68 2.36 -3.21
H -3.32 0.84 -2.29
H -2.31 -1.01 1.04
H -2.66 -0.55 -1.19
C 2.18 -1.62 2.60
C -0.33 0.64 -0.75
C 3.14 -0.53 0.65
C -2.45 0.24 -1.95

---

DFT (ωB97M-V/def2-TZVPD) results for C3BrClF4 in the gas phase at a distorted geometry.

Properties
**Total charge**: 0
**2S+1**: 1
**SMILES string**: FC(F)=C(Cl)C(F)(F)Br
**Orbital gap**: 0.3825 Ha

CARTESIAN COORDINATES (ANGSTROEM)
F 0.51 0.73 1.87
Cl 0.59 -1.99 -0.98
C -1.34 -0.16 -0.60
F -1.13 0.74 -1.60
F -1.89 -1.21 -1.30
C 0.64 -0.29 1.08
Br -2.60 0.52 0.80
F 1.82 -0.88 1.40
C -0.06 -0.68 -0.01

---

DFT (ωB97M-V/def2-TZVPD) results for 2 unconnected molecules or ions with the total composition C6H12O at a distorted geometry.

Properties
**Total charge**: -1
**2S+1**: 2
**Orbital gap (alpha / beta)**: 0.1384 / 0.2393 Ha

CARTESIAN COORDINATES (ANGSTROEM)
C -1.32 -1.84 1.80
H -1.26 0.20 -0.92
H 1.84 0.90 -1.07
C -1.37 -1.32 0.53
C -0.12 0.83 0.76
H -1.57 -2.86 2.04
H -0.11 2.54 -0.66
H 1.50 -1.28 -1.97
H 2.21 2.69 -1.08
H 0.20 0.70 1.80
C -0.93 -0.04 0.08
C 1.87 1.82 -0.49
H 0.63 2.80 0.94
C 0.48 2.07 0.14
H -0.85 -1.31 2.62
H -1.85 -1.89 -0.27
O 0.61 -1.52 -2.24
H 2.66 1.76 0.28
H 0.36 -2.21 -1.62

---

DFT (ωB97M-V/def2-TZVPD) results for 2 unconnected molecules or ions with the total composition C2H3N2O2 at a distorted geometry.

Properties
**Total charge**: -1
**2S+1**: 1
**Orbital gap**: 0.2768 Ha

CARTESIAN COORDINATES (ANGSTROEM)
C 2.18 0.88 0.02
N 2.44 0.05 0.76
H -1.97 -1.48 0.48
O 0.37 -1.22 0.03
N -0.51 -0.33 -0.10
O -0.06 0.82 -0.49
H -2.60 0.17 -0.11
C -1.82 -0.49 0.14
H 1.97 1.61 -0.73

---

DFT (ωB97M-V/def2-TZVPD) results for 2 unconnected molecules or ions with the total composition C3H7N2O2 at a distorted geometry.

Properties
**Total charge**: +1
**2S+1**: 1
**Orbital gap (alpha / beta)**: 0.2919 / 0.2919 Ha

CARTESIAN COORDINATES (ANGSTROEM)
H -2.38 0.00 1.81
H 0.09 2.19 -1.78
H 1.79 -2.51 1.49
O -1.55 -0.07 1.26
H 1.56 -1.48 -0.82
H 0.62 -1.55 2.09
N 1.18 -1.80 1.24
O -1.94 2.03 0.48
N -1.26 0.98 0.36
C 0.92 -1.33 0.07
C -0.13 0.97 -0.25
H -0.45 0.64 -2.32
C 0.27 1.13 -1.69
H 1.29 0.80 -1.92

---

DFT (ωB97M-V/def2-TZVPD) results for C4H8N2O in the gas phase at a distorted geometry.

Properties
**Total charge**: 0
**2S+1**: 1
**Orbital gap (alpha / beta)**: 0.3157 / 0.2691 Ha

CARTESIAN COORDINATES (ANGSTROEM)
H -1.31 -0.62 1.05
H 0.24 2.13 1.32
N 2.14 -0.60 1.58
C -0.78 -1.88 -0.48
C -0.08 1.70 0.39
H 1.78 1.32 0.50
O -1.18 2.31 -0.07
H -0.56 -1.79 -1.55
H -1.53 1.80 -0.82
H -1.71 -2.45 -0.38
C 0.18 0.28 0.05
H 0.65 0.16 -0.93
H 0.04 -2.44 -0.01
C 1.55 0.17 0.89
N -0.96 -0.56 0.10

---

DFT (ωB97M-V/def2-TZVPD) results for 3 unconnected molecules or ions with the total composition C29H48F5IN2O11P2SSi at a distorted geometry.

Properties
**Total charge**: 0
**2S+1**: 1
**SMILES string**: CC(=O)OCCCC[Si@@](I)(CCCCCCCSc1nnco1)C(F)(F)c1cccc(C(F)(F)F)c1.COP(=O)(OC)OC.COP(=O)(OC)OC
**Orbital gap**: 0.3223 Ha

CARTESIAN COORDINATES (ANGSTROEM)
C -1.83 -6.24 0.53
H 0.33 -9.06 2.14
H -1.90 -3.01 1.57
H 0.31 -6.28 0.55
C -0.04 -0.61 -1.33
H -1.25 7.79 -7.39
C -0.47 -5.86 1.19
C 0.17 1.72 -1.40
C -1.15 -2.74 -0.42
H 2.17 2.12 -0.69
H 4.17 9.24 -1.54
O 3.28 11.08 -1.35
C -3.45 -3.78 4.71
O -0.01 0.64 -0.61
H -6.75 -4.35 2.81
C 1.28 2.67 -1.01
P -0.40 6.75 -4.21
O -0.51 1.98 -2.36
H 2.77 9.49 -2.61
H 1.90 -6.70 2.14
O 1.12 11.88 -2.20
H 0.84 -1.18 -1.01
H -1.20 3.63 -5.32
O 2.50 13.62 -3.15
H 1.49 3.34 -1.84
H 2.84 -9.27 4.62
H -3.10 -2.35 0.51
F -4.91 -6.51 1.36
O 2.86 13.28 -0.83
O 1.00 6.48 -3.79
H 4.49 14.14 -2.66
H 4.21 -8.71 3.68
N 5.57 -10.72 1.69
N 5.80 -11.24 0.43
H 0.36 4.27 -4.80
H 0.08 -0.42 -2.39
O 4.23 -12.44 1.39
C -5.82 -3.65 4.57
C -3.43 -4.37 3.45
H 2.09 14.99 -0.01
H -2.33 -7.00 1.13
C -0.27 -6.49 2.60
F -1.94 -4.41 6.43
H -0.28 -4.79 1.24
C -1.36 6.96 -6.70
H -1.62 -6.69 -0.44
C 2.52 -9.23 2.44
S 4.08 -11.12 3.84
H -1.35 9.20 -3.12
H -1.08 -3.52 -1.19
C 5.00 -12.23 0.29
C 1.78 13.95 -0.19
H -1.39 6.03 -7.26
H -4.65 -2.94 6.26
C 3.62 14.53 -3.19
C 4.65 -11.46 2.21
H 4.93 -12.84 -0.59
C -4.59 -4.57 2.71
H 0.07 8.71 -2.16
H 4.33 10.27 -2.97
H -0.22 -2.73 0.15
H 3.88 14.71 -4.23
H 3.03 -8.49 1.81
C 1.13 -7.12 2.80
C -5.80 -4.21 3.30
Si -3.03 -4.82 0.25
C -4.66 -3.41 5.28
C -2.32 -3.11 0.56
H -0.77 3.59 -3.60
H -6.76 -3.37 5.04
O -0.20 6.93 -5.84
C -2.13 -3.56 5.42
F -2.07 -2.29 5.87
C 3.66 9.96 -2.17
H 0.88 13.96 -0.79
C -1.36 -1.34 -1.02
C 3.40 -9.44 3.70
C -0.69 4.16 -4.52
H -0.36 -5.69 3.33
C -0.98 8.51 -2.36
C -4.61 -5.17 1.33
F -5.67 -4.59 0.64
H -1.01 -7.28 2.75
H -1.92 -0.74 -0.31
C 1.12 -8.66 2.78
H 3.31 15.47 -2.73
I -3.72 -4.83 -2.13
H -1.90 -1.46 -1.96
H -2.47 -4.66 3.05
H -2.28 7.08 -6.14
O -1.15 7.14 -2.80
O -1.33 5.43 -4.35
P 2.53 12.33 -2.11
H 0.96 3.26 -0.14
H 1.44 -6.85 3.82
F -1.08 -3.69 4.59
H -1.56 8.65 -1.45
H 0.90 -8.99 3.81
H 2.44 -10.16 1.87
H 1.59 13.47 0.77

---

DFT (ωB97M-V/def2-TZVPD) results for 2 unconnected molecules or ions with the total composition C4H3O2 at a distorted geometry.

Properties
**Total charge**: +1
**2S+1**: 1
**Orbital gap**: 0.3326 Ha

CARTESIAN COORDINATES (ANGSTROEM)
O 1.00 -0.67 -0.01
C -1.64 0.35 0.00
O -4.03 -0.18 0.04
H 2.75 0.37 -0.02
H 0.26 1.50 -0.01
C -2.91 -0.01 0.01
C 2.20 -0.58 -0.01
C -0.44 0.70 0.00
H 2.80 -1.50 0.01